DFT (ωB97M-V/def2-TZVPD) results for C56H57N6O2P2PtSSi2 as an isolated structure.

Calculated values
Kohn-Sham gap = 6.3 eV
E_LUMO = 2.1 eV
Energy relative to the best compared isomer or geometry (same formula, charge and spin) = 0.000 eV
Energy = -120456.941 eV
Molecular weight = 1191.377 g/mol
Maximum force = 0.4 eV/Å

```
! wB97M-V def2-TZVPD RIJCOSX def2/J DEFGRID3
* xyz -1 1
Pt -0.533 -0.359 -0.247
C -5.362 0.769 -0.091
Si -3.847 0.187 -1.044
C -3.398 1.562 -2.239
C -4.306 -1.342 -2.026
N -2.556 -0.165 0.032
P -2.473 -0.610 1.587
C -0.869 -1.126 1.665
P 0.339 -1.003 2.862
N 1.718 -1.622 2.435
Si 3.054 -2.108 3.328
C 2.810 -3.817 4.091
C 3.556 -0.964 4.753
C 4.564 -2.222 2.196
C -0.297 -1.801 4.388
C 0.078 -1.431 5.677
C -0.348 -2.162 6.778
C -1.154 -3.279 6.605
C -1.528 -3.662 5.323
C -1.101 -2.930 4.227
C 0.634 0.732 3.387
C 1.640 1.430 2.719
C 1.885 2.766 2.994
C 1.135 3.426 3.960
C 0.137 2.741 4.638
C -0.114 1.406 4.347
C -2.993 0.784 2.639
C -2.746 2.069 2.155
C -3.054 3.179 2.923
C -3.622 3.022 4.182
C -3.852 1.747 4.679
C -3.528 0.634 3.915
C -3.704 -1.936 1.897
C -4.980 -1.785 2.429
C -5.844 -2.870 2.519
C -5.446 -4.117 2.064
C -4.182 -4.276 1.508
C -3.321 -3.195 1.427
H -6.174 0.952 -0.802
H -5.166 1.702 0.444
H -5.715 0.030 0.629
H -4.311 2.062 -2.578
H -2.883 1.182 -3.124
H -2.754 2.311 -1.771
H -5.008 -1.112 -2.833
H -4.759 -2.098 -1.379
H -3.401 -1.770 -2.467
H 2.097 -3.772 4.920
H 3.747 -4.236 4.471
H 2.404 -4.504 3.344
H 2.969 -1.165 5.653
H 3.425 0.091 4.497
H 4.609 -1.123 5.003
H 4.517 -3.102 1.552
H 5.483 -2.290 2.786
H 4.638 -1.342 1.551
H 0.717 -0.568 5.828
H -0.047 -1.856 7.773
H -1.488 -3.848 7.464
H -2.155 -4.534 5.177
H -1.385 -3.220 3.222
H 2.234 0.900 1.982
H 2.665 3.293 2.459
H 1.329 4.468 4.184
H -0.457 3.246 5.389
H -0.903 0.890 4.878
H -2.301 2.184 1.172
H -2.848 4.171 2.540
H -3.872 3.891 4.778
H -4.277 1.617 5.668
H -3.676 -0.357 4.329
H -5.320 -0.813 2.765
H -6.832 -2.734 2.942
H -6.120 -4.962 2.134
H -3.869 -5.243 1.135
H -2.330 -3.302 0.997
S 5.690 -1.261 -1.937
C 4.061 -1.022 -1.280
C 3.567 0.261 -1.118
C 2.260 0.419 -0.696
N 1.470 -0.624 -0.432
C 1.967 -1.861 -0.508
C 3.256 -2.101 -0.945
C 5.337 -1.353 -3.665
C 4.064 -1.442 -4.213
C 3.946 -1.536 -5.591
N 4.972 -1.545 -6.438
C 6.186 -1.450 -5.896
C 6.423 -1.351 -4.538
H 4.168 1.125 -1.364
H 1.799 1.394 -0.600
H 1.292 -2.656 -0.230
H 3.620 -3.116 -1.031
H 3.173 -1.433 -3.599
H 2.958 -1.606 -6.034
H 7.021 -1.451 -6.589
H 7.436 -1.267 -4.165
O -0.704 -1.618 -3.365
C -0.504 -0.421 -3.333
N -0.343 0.367 -4.463
C 0.143 1.682 -4.113
C -0.046 1.627 -2.569
O 0.150 2.583 -1.834
N -0.412 0.382 -2.210
C -0.683 2.811 -4.721
C -0.455 4.129 -4.331
C -1.194 5.161 -4.885
C -2.163 4.896 -5.845
C -2.389 3.587 -6.240
C -1.654 2.551 -5.678
C 1.621 1.861 -4.487
C 2.068 1.410 -5.727
C 3.393 1.552 -6.106
C 4.301 2.153 -5.246
C 3.863 2.624 -4.018
C 2.532 2.486 -3.642
H -0.074 -0.109 -5.307
H 0.287 4.337 -3.572
H -1.015 6.179 -4.563
H -2.739 5.705 -6.277
H -3.147 3.366 -6.981
H -1.860 1.528 -5.965
H 1.376 0.948 -6.423
H 3.720 1.180 -7.069
H 5.340 2.254 -5.533
H 4.561 3.100 -3.341
H 2.196 2.854 -2.682
*
```